[1]
C5H8O | ωB97M-V with the def2-TZVPD basis set

Results
M: 84.12 g/mol
energy above the lowest of the compared OMol25 structures with the same formula, charge and spin: 5.127 eV
gap between HOMO and LUMO: 0.3203 Ha
HOMO energy: -0.3542 Eh
DFT total energy: -7357.1287 eV

Geometry as XYZ:
```
14
Properties=species:S:1:pos:R:3:forces:R:3
C 1.5103 -1.5048 0.2952 0.05 0.04 0.00
C -1.3557 -0.5584 0.3272 -0.04 0.35 0.02
C -1.2449 0.7566 0.9868 -0.02 -0.09 0.15
C -1.2559 0.7021 -0.5080 -0.04 0.01 -0.20
C -0.0181 1.1176 -1.2278 -0.02 0.07 -0.28
O 0.0049 1.4555 -2.3846 0.00 -0.16 0.50
H 1.8328 -0.6988 0.9593 0.02 -0.12 -0.09
H 1.8907 -2.4594 0.6661 -0.05 0.15 -0.06
H 1.8740 -1.3248 -0.7189 0.00 -0.04 0.15
H 0.4137 -1.5589 0.2826 0.14 -0.09 0.00
H -0.2830 1.0114 1.4396 -0.13 -0.08 -0.12
H -2.1063 1.0729 1.5719 0.13 -0.01 -0.04
H -2.1646 0.8634 -1.0858 0.10 -0.01 0.04
H 0.9021 1.1256 -0.6035 -0.14 -0.01 -0.07
```
Forces are in eV/Å.


[2]
C6H11N | ωB97M-V with the def2-TZVPD basis set

Results
M: 97.16 g/mol
energy above the lowest of the compared OMol25 structures with the same formula, charge and spin: 3.841 eV
gap between HOMO and LUMO: 0.2505 Ha
HOMO energy: -0.2470 Eh
DFT total energy: -7886.6902 eV

Geometry as XYZ:
```
18
Properties=species:S:1:pos:R:3:forces:R:3
C -0.7626 0.5762 -0.1959 0.28 -0.28 0.90
C -0.7805 -0.2298 -1.4472 0.31 -0.12 0.04
C -1.4548 1.8991 -0.2131 -0.21 -0.14 0.33
C 1.7697 -0.9854 0.0063 0.00 -0.09 0.21
N -0.2179 0.1428 0.9155 -1.34 1.54 -1.18
C 0.7773 -0.8112 1.1450 1.06 -1.97 0.24
C 0.7386 -1.4535 2.3382 -0.10 0.97 0.08
H -0.4944 0.6200 1.7717 0.08 -0.08 0.04
H -1.8034 -0.2422 -1.8276 -0.01 0.06 0.03
H -0.1504 0.1947 -2.2313 0.03 0.00 0.02
H -0.4721 -1.2510 -1.2511 0.03 -0.03 -0.06
H -2.3866 1.8427 -0.7715 -0.05 0.01 -0.04
H -1.6690 2.2537 0.7956 0.03 0.03 -0.01
H -0.8228 2.6427 -0.7040 0.05 -0.04 -0.02
H 2.7586 -1.1700 0.4360 -0.17 0.03 -0.08
H 1.5325 -1.8381 -0.6409 0.08 0.18 0.00
H 1.8236 -0.0831 -0.6044 0.14 0.03 -0.19
H 1.6141 -2.1076 2.4789 -0.20 -0.08 -0.32
```
Forces are in eV/Å.


[3]
C38H70BN3O10 | ωB97M-V with the def2-TZVPD basis set

Results
M: 739.80 g/mol
gap between HOMO and LUMO: 0.3148 Ha
SMILES: NB(CCC(=O)Nc1ccccc1)CON=O.C1CCOC1.C1CCOC1.C1CCOC1.C1CCOC1.C1CCOC1.C1CCOC1.C1CCOC1
HOMO energy: -0.2969 Eh
DFT total energy: -66158.2923 eV

Geometry as XYZ:
```
122
Properties=species:S:1:pos:R:3:forces:R:3
N 4.1377 -0.8220 1.9564 -0.88 0.02 -0.34
B 3.4746 -0.4510 0.7290 0.23 -0.13 0.39
C 2.1042 -1.1033 0.3000 0.40 -0.22 -0.06
C 1.1035 -1.2966 1.4489 -0.50 -0.26 -0.47
C 0.7442 -0.0075 2.1548 -0.71 -0.39 0.07
O 1.5458 0.6494 2.7431 0.80 0.70 0.15
N -0.6320 0.4071 2.1282 0.40 -0.14 -0.16
C -1.0422 1.1898 1.0167 -0.37 0.27 -0.03
C -2.4105 1.4311 0.8547 0.11 -0.40 0.33
C -2.9026 2.1997 -0.1765 0.60 -0.11 0.18
C -2.0002 2.7553 -1.0775 -0.20 0.19 -0.20
C -0.6374 2.5309 -0.9367 -0.41 -0.03 0.17
C -0.1522 1.7572 0.1107 -0.02 -0.02 0.14
C 4.2105 0.6671 -0.1303 -0.52 0.24 0.52
O 3.2964 1.7635 -0.4267 -0.10 -0.03 -0.24
N 3.3854 2.7450 0.5389 0.12 -0.03 0.09
O 2.5997 3.5941 0.3551 0.03 0.02 -0.08
H 3.6449 -1.5623 2.4430 0.08 0.05 0.16
H 4.1235 -0.0128 2.5751 0.69 -0.08 -0.01
H 1.6371 -0.5852 -0.5316 -0.09 0.21 -0.09
H 2.3405 -2.0989 -0.0936 0.06 -0.08 -0.06
H 0.1917 -1.7274 1.0386 -0.10 -0.09 -0.02
H 1.4853 -2.0286 2.1561 0.12 0.09 0.31
H -1.2441 -0.3821 2.2866 -0.12 0.00 -0.19
H -3.0979 0.9878 1.5626 -0.07 -0.01 0.13
H -3.9700 2.3417 -0.2160 -0.11 0.16 -0.34
H -2.3676 3.3755 -1.8818 0.03 0.01 -0.12
H 0.0533 2.9649 -1.6434 0.11 0.04 -0.01
H 0.9145 1.6297 0.2206 0.02 -0.07 -0.03
H 5.0443 1.0777 0.4334 0.27 0.05 -0.14
H 4.5454 0.2890 -1.0923 0.14 0.01 -0.11
C 6.6664 -4.1066 -1.6909 0.00 0.12 0.07
C 6.4148 -4.7228 -0.3180 -0.10 -0.15 0.00
C 5.1440 -4.0067 0.1098 0.03 0.19 0.07
O 4.4107 -3.7135 -1.0870 0.03 0.01 0.02
C 5.2489 -3.9412 -2.2248 0.00 -0.13 -0.04
H 7.2917 -4.7186 -2.3395 -0.02 -0.02 -0.01
H 7.1440 -3.1301 -1.5784 0.01 -0.01 0.00
H 6.2249 -5.7951 -0.4190 -0.01 0.01 -0.01
H 7.2379 -4.5868 0.3792 -0.01 0.03 -0.06
H 5.3730 -3.0597 0.6109 0.03 -0.05 0.06
H 4.5211 -4.6086 0.7745 -0.06 0.01 -0.04
H 4.9070 -4.8512 -2.7293 0.05 0.02 -0.08
H 5.1496 -3.1060 -2.9187 -0.08 0.01 0.02
C 1.0550 -6.8702 -2.8778 -0.10 0.01 -0.06
C 1.6365 -7.7563 -3.9762 0.08 -0.03 0.05
C 1.8540 -6.7512 -5.0996 -0.09 0.06 -0.01
O 2.1379 -5.4999 -4.4718 -0.01 -0.04 0.02
C 1.8409 -5.5813 -3.0749 0.12 -0.05 0.02
H 1.1655 -7.2821 -1.8758 0.02 0.00 0.00
H -0.0081 -6.6969 -3.0604 0.00 0.00 0.01
H 2.5931 -8.1736 -3.6530 0.00 0.00 -0.01
H 0.9870 -8.5805 -4.2672 -0.02 0.01 -0.01
H 0.9520 -6.6384 -5.7109 0.00 -0.06 -0.02
H 2.6837 -7.0190 -5.7548 0.02 0.05 -0.01
H 2.7843 -5.6030 -2.5207 -0.06 0.02 0.09
H 1.2847 -4.6937 -2.7725 0.03 0.05 -0.05
C -6.0555 -2.0354 -1.3736 0.04 -0.09 -0.07
C -4.9292 -2.0884 -0.3447 -0.04 0.09 0.08
C -3.7674 -1.4903 -1.1276 0.06 -0.05 -0.13
O -4.3320 -0.5552 -2.0422 -0.06 -0.08 -0.01
C -5.7574 -0.7227 -2.0830 0.06 0.16 0.05
H -7.0525 -2.0567 -0.9361 0.00 0.05 0.02
H -5.9685 -2.8740 -2.0691 0.00 0.00 0.01
H -5.1772 -1.4505 0.5079 0.01 0.00 0.00
H -4.7163 -3.0894 0.0294 0.00 -0.01 -0.02
H -3.2398 -2.2629 -1.7009 0.03 -0.02 0.08
H -3.0467 -0.9684 -0.4944 0.03 0.00 -0.03
H -6.2197 0.1159 -1.5618 -0.04 -0.08 -0.03
H -6.0891 -0.7168 -3.1231 0.08 0.00 -0.02
C -9.4857 2.9107 -1.0299 -0.13 -0.07 -0.01
C -9.1189 2.8211 0.4465 0.13 0.08 0.06
C -8.5975 1.3953 0.5526 -0.09 -0.06 -0.04
O -8.0126 1.0852 -0.7166 -0.19 0.11 0.10
C -8.3787 2.0888 -1.6722 0.13 0.06 0.00
H -9.5262 3.9305 -1.4084 0.05 0.02 0.03
H -10.4565 2.4399 -1.2049 0.01 0.00 -0.02
H -8.3234 3.5337 0.6716 -0.03 0.02 -0.01
H -9.9526 3.0169 1.1194 -0.02 -0.02 -0.01
H -9.4093 0.6850 0.7449 0.00 0.02 0.04
H -7.8427 1.2764 1.3315 0.03 -0.03 -0.03
H -7.4984 2.7061 -1.8802 -0.03 0.03 -0.03
H -8.6888 1.6042 -2.5987 0.03 -0.06 0.02
C 11.7768 -4.8924 0.0137 0.04 0.10 0.04
C 11.5173 -5.5157 1.3821 -0.03 -0.11 -0.04
C 10.2500 -4.7923 1.8150 0.01 0.11 0.01
O 9.5250 -4.4957 0.6171 0.17 -0.02 0.04
C 10.3620 -4.7228 -0.5207 -0.07 -0.09 -0.03
H 12.4020 -5.5025 -0.6361 -0.01 -0.02 0.00
H 12.2552 -3.9176 0.1308 0.00 0.00 -0.01
H 11.3236 -6.5854 1.2753 0.00 0.00 0.01
H 12.3371 -5.3873 2.0868 0.00 0.02 0.00
H 10.4828 -3.8504 2.3223 0.03 -0.03 0.04
H 9.6216 -5.3934 2.4731 -0.05 0.02 -0.03
H 10.0183 -5.6304 -1.0295 0.04 0.01 -0.04
H 10.2648 -3.8827 -1.2091 -0.05 0.02 0.02
C -7.8663 8.3409 0.9936 -0.07 -0.02 0.08
C -6.6445 7.6605 1.6047 0.07 0.04 -0.08
C -6.9771 6.1896 1.4004 -0.07 -0.04 0.05
O -7.7596 6.1149 0.2044 0.00 0.02 0.02
C -8.1690 7.4282 -0.1863 0.09 -0.01 -0.07
H -7.6908 9.3727 0.6936 0.02 0.00 -0.01
H -8.6964 8.3283 1.7036 0.00 0.01 -0.01
H -5.7470 7.9258 1.0419 0.00 -0.01 0.01
H -6.4770 7.9131 2.6503 -0.02 -0.01 0.01
H -7.5737 5.7981 2.2319 0.04 0.01 0.03
H -6.0901 5.5652 1.2870 -0.02 -0.03 -0.04
H -7.5957 7.7220 -1.0722 -0.03 0.05 0.00
H -9.2272 7.4095 -0.4497 0.00 -0.06 -0.01
C 1.3357 6.8018 3.0072 0.07 0.01 0.09
C 1.3028 5.2764 3.0173 -0.09 -0.01 -0.07
C 0.4186 4.9951 4.2237 0.06 0.03 0.08
O -0.5006 6.0889 4.3145 0.03 0.02 -0.01
C -0.0820 7.1425 3.4459 -0.07 -0.06 -0.07
H 1.5921 7.2289 2.0388 -0.01 -0.01 -0.02
H 2.0565 7.1667 3.7430 -0.01 0.01 0.00
H 0.8280 4.9058 2.1072 0.01 -0.03 0.00
H 2.2856 4.8156 3.0962 0.00 -0.01 0.00
H 1.0066 4.9591 5.1478 0.02 -0.04 -0.02
H -0.1394 4.0631 4.1324 -0.04 0.02 0.01
H -0.7631 7.1783 2.5881 0.03 0.04 -0.03
H -0.1467 8.0925 3.9784 -0.03 -0.02 0.04
```
Forces are in eV/Å.


[4]
C3H7N2S | ωB97M-V with the def2-TZVPD basis set

Results
M: 103.17 g/mol
total charge: +1
energy above the lowest of the compared OMol25 structures with the same formula, charge and spin: 2.971 eV
gap between HOMO and LUMO: 0.3826 Ha
HOMO energy: -0.5463 Eh
DFT total energy: -17030.6001 eV

Geometry as XYZ:
```
13
Properties=species:S:1:pos:R:3:forces:R:3
C 1.0887 -0.4924 -0.3481 0.71 1.42 0.46
C 0.3871 -1.7148 -0.8138 0.98 1.46 1.29
C -0.6162 1.2571 0.1693 -0.75 2.47 2.79
N 1.8118 1.1165 0.7430 -0.24 -0.10 0.38
N 0.6619 0.7102 0.0666 2.48 -2.65 -0.97
S 2.7493 -0.2122 0.1185 -1.25 0.32 0.08
H 0.4959 -1.6396 -1.8842 -0.32 -0.80 -0.53
H 1.0416 -2.5008 -0.3271 -1.59 0.18 -0.84
H -0.6583 -1.5378 -0.4726 0.61 -1.14 -0.35
H -1.3121 0.4816 0.2136 -1.28 -1.26 -0.45
H -0.6577 1.6602 1.2305 -0.12 -0.06 -1.22
H -0.8984 2.0570 -0.5212 0.40 -0.35 -0.15
H 2.0751 2.0795 0.6438 0.38 0.53 -0.50
```
Forces are in eV/Å.


[5]
C2H6FN2O | ωB97M-V with the def2-TZVPD basis set

Results
M: 93.08 g/mol
total charge: +1
energy above the lowest of the compared OMol25 structures with the same formula, charge and spin: 0.000 eV
gap between HOMO and LUMO: 0.4350 Ha
SMILES: N/C(CF)=[NH+]\O
HOMO energy: -0.5772 Eh
DFT total energy: -9907.6081 eV

Geometry as XYZ:
```
12
Properties=species:S:1:pos:R:3:forces:R:3
N -0.1425 1.5509 0.3669 1.91 1.72 -0.40
C -0.1752 0.2643 0.2790 -3.80 -2.82 -0.75
C -1.6135 -0.4733 0.4481 2.36 0.48 0.16
F -2.4049 0.0657 -0.4785 -0.88 0.62 -1.07
N 0.8435 -0.4678 -0.1238 -0.19 -1.11 -0.09
O 2.0254 0.1919 -0.0457 2.01 0.24 -1.71
H -0.8382 2.2986 0.4519 -0.38 -1.34 0.30
H 0.7548 1.9312 0.0694 -0.06 0.16 0.32
H -1.5688 -1.5614 0.2881 0.29 0.37 0.31
H -1.9789 -0.1807 1.4210 -0.08 -0.31 0.51
H 0.8793 -1.5063 -0.3955 -0.44 2.14 1.02
H 2.4470 0.2379 -0.9612 -0.75 -0.15 1.39
```
Forces are in eV/Å.


[6]
C4H6O | ωB97M-V with the def2-TZVPD basis set

Results
M: 70.09 g/mol
energy above the lowest of the compared OMol25 structures with the same formula, charge and spin: 1.286 eV
gap between HOMO and LUMO: 0.3817 Ha
SMILES: C=C(C)C=O
HOMO energy: -0.3453 Eh
DFT total energy: -6290.6321 eV

Geometry as XYZ:
```
11
Properties=species:S:1:pos:R:3:forces:R:3
C 1.4197 -0.5804 0.4942 -0.91 -0.20 0.85
C 0.2931 0.1412 0.3015 2.45 -2.28 -2.05
C 0.4657 1.4586 -0.3847 -1.85 1.40 1.72
C -0.9943 -0.5747 0.2167 -1.05 0.01 -0.85
O -1.2642 -1.4326 -0.5995 0.34 0.38 0.81
H 2.3776 -0.1101 0.7230 -0.13 -0.03 -0.74
H 1.3780 -1.6720 0.5221 -0.04 0.30 0.62
H 0.3905 2.1106 0.5407 1.04 0.58 -1.65
H -0.4127 1.7440 -0.9816 -0.01 -0.28 0.24
H 1.2894 1.4652 -1.1123 0.11 0.34 1.06
H -1.7855 -0.1863 0.8975 0.06 -0.22 -0.01
```
Forces are in eV/Å.


Q: Which value of gap between HOMO and LUMO does entry 1 give?
A: 0.3203 Ha